The following is a DFT calculation (ωB97M-V/def2-TZVPD) of a molecular structure, C20H45CuNO8PSSi at a distorted geometry.

```
78
Properties=species:S:1:pos:R:3:forces:R:3
Cu -0.554 -0.533 0.647 0.169 0.434 1.336
C 1.566 -0.804 -3.563 0.008 0.096 0.004
C 2.223 -0.326 -2.280 -0.001 0.133 -0.038
C 3.484 0.466 -2.567 0.038 0.045 0.005
C 2.492 -1.468 -1.319 -0.082 0.082 0.053
O 1.306 0.597 -1.564 0.069 -0.263 0.062
Si 0.491 1.908 -1.934 -0.403 -0.155 -0.081
S -1.715 1.388 -1.198 -0.055 -0.225 -0.259
O 0.353 2.214 -3.480 0.111 0.053 -0.066
C -0.185 3.274 -4.341 0.038 -0.008 0.031
C -1.069 2.569 -5.351 -0.022 -0.024 -0.021
C -0.974 4.270 -3.511 -0.022 0.004 0.057
C 1.013 3.931 -5.000 0.024 0.018 -0.005
O 0.532 3.103 -0.890 0.109 0.183 0.017
C 1.527 3.631 0.064 -0.039 -0.025 -0.009
C 2.730 4.082 -0.743 0.034 -0.036 -0.028
C 1.879 2.538 1.056 -0.009 -0.028 -0.015
C 0.837 4.797 0.744 -0.051 -0.002 -0.005
H 2.236 -1.496 -4.074 -0.006 0.002 0.015
H 1.359 0.032 -4.232 0.028 -0.038 0.008
H 0.634 -1.325 -3.354 -0.086 -0.058 0.034
H 4.199 -0.156 -3.107 0.004 0.005 0.007
H 3.950 0.798 -1.639 -0.001 0.000 -0.005
H 3.259 1.337 -3.188 0.013 -0.017 -0.017
H 3.221 -2.151 -1.756 -0.010 0.019 0.009
H 1.579 -2.026 -1.116 -0.039 -0.060 -0.029
H 2.876 -1.093 -0.372 0.045 0.012 0.021
H -1.911 2.085 -4.854 0.003 0.005 -0.007
H -0.500 1.813 -5.891 -0.004 0.009 -0.009
H -1.460 3.290 -6.069 -0.001 -0.010 0.001
H -1.814 3.785 -3.005 0.009 0.010 -0.032
H -1.385 5.040 -4.164 -0.005 -0.007 0.015
H -0.345 4.752 -2.763 0.002 0.014 -0.014
H 1.568 3.206 -5.596 0.004 0.000 0.010
H 1.681 4.354 -4.247 -0.008 0.007 -0.006
H 0.682 4.737 -5.656 0.008 -0.014 -0.003
H 3.166 3.242 -1.290 0.008 0.015 0.021
H 3.497 4.482 -0.079 -0.009 0.002 -0.009
H 2.450 4.861 -1.453 -0.001 0.003 0.003
H 2.403 1.711 0.577 -0.002 0.000 -0.001
H 0.980 2.142 1.533 0.011 0.047 0.020
H 2.524 2.949 1.834 -0.011 -0.029 0.001
H 0.525 5.540 0.009 0.012 0.007 0.006
H 1.519 5.270 1.451 -0.007 -0.003 -0.007
H -0.042 4.452 1.288 0.003 0.010 0.012
O -0.854 -1.095 -1.132 -0.532 0.419 -1.424
N -1.638 -0.206 -0.730 -0.069 -0.037 -1.017
C -3.525 -0.130 2.064 0.004 -0.084 -0.119
C -2.502 0.502 2.987 -0.057 0.183 0.012
C -2.595 -0.067 4.390 0.080 -0.046 0.063
C -2.618 2.014 2.999 -0.003 0.022 0.011
O -1.139 0.253 2.417 0.286 -0.370 0.168
P -0.096 -0.958 2.919 0.274 -0.080 0.544
O 0.312 -0.949 4.314 0.018 0.023 -0.033
O 0.913 -0.769 1.761 0.062 -0.262 0.462
O -1.047 -2.167 2.428 0.187 -0.062 0.264
C -0.736 -3.593 2.710 -0.016 -0.036 0.033
C -1.599 -4.356 1.726 -0.056 0.009 -0.045
C -1.129 -3.880 4.147 -0.012 0.026 0.043
C 0.739 -3.863 2.470 0.058 0.102 -0.042
H -4.495 -0.146 2.560 -0.011 0.034 -0.034
H -3.252 -1.160 1.830 -0.040 0.005 0.054
H -3.630 0.441 1.140 0.013 -0.014 -0.015
H -3.551 0.242 4.814 0.004 -0.012 -0.006
H -1.792 0.305 5.022 -0.023 0.015 0.009
H -2.554 -1.157 4.389 -0.032 0.030 -0.001
H -3.623 2.299 3.313 0.023 0.006 -0.007
H -2.440 2.420 2.002 -0.013 -0.004 -0.002
H -1.900 2.449 3.694 0.001 -0.003 -0.008
H -2.657 -4.193 1.932 0.001 0.006 -0.011
H -1.392 -5.424 1.803 -0.024 0.012 0.010
H -1.387 -4.038 0.704 0.023 -0.035 0.000
H -2.196 -3.707 4.293 -0.002 -0.009 0.001
H -0.569 -3.248 4.834 0.013 -0.013 0.002
H -0.915 -4.924 4.381 -0.026 0.010 -0.011
H 1.020 -3.625 1.443 -0.003 -0.025 0.004
H 0.941 -4.918 2.652 0.001 0.010 -0.008
H 1.367 -3.278 3.144 -0.003 -0.032 0.024
```
Positions in Å, forces in eV/Å.

As for the net charge: +1. For the energy, the calculation gives -4115.21086 hartree. The spin multiplicity is 2. The max |F| is 0.031 Eh/bohr.

Here are the Löwdin charges for atoms 1 to 8, given in e: 0.585, -0.012, -0.580, -0.016, -0.013, -0.127, 0.102, 0.949


The following is a DFT calculation (ωB97M-V/def2-TZVPD) of 3 unconnected molecules or ions with the total composition C20H45N2O3.

```
70
Properties=species:S:1:pos:R:3:forces:R:3
C 4.700 2.154 3.161 0.023 0.100 -0.002
C 4.926 2.394 1.670 0.095 -0.002 0.002
C 3.927 1.702 0.733 0.084 0.033 0.019
N 2.628 2.316 0.542 -0.101 -0.135 -0.147
N 1.973 2.694 1.743 0.165 -0.066 -0.207
C 0.685 2.063 1.799 0.055 0.086 0.047
O 0.872 0.654 1.791 -0.037 0.140 0.025
C -0.315 -0.003 1.439 -0.156 -0.212 -0.052
C -1.372 0.005 2.544 0.093 0.106 0.066
C 1.939 4.161 1.954 -0.103 -0.086 0.165
C 0.502 4.787 1.956 0.390 0.503 0.401
O 0.153 5.287 0.866 -0.247 -0.202 -0.126
O -0.090 4.778 3.060 -0.028 -0.166 -0.325
H 3.709 2.481 3.464 -0.027 -0.066 -0.009
H 4.800 1.090 3.393 -0.065 0.008 0.008
H 5.438 2.697 3.757 0.037 -0.044 -0.011
H 4.938 3.469 1.460 -0.045 -0.023 -0.007
H 5.925 2.018 1.414 0.002 0.054 -0.030
H 3.782 0.668 1.067 -0.045 0.047 0.050
H 4.373 1.649 -0.267 -0.022 -0.043 -0.002
H 2.670 3.096 -0.104 0.003 0.079 0.083
H 0.052 2.341 0.937 -0.005 -0.029 -0.018
H 0.198 2.391 2.718 -0.071 0.057 -0.005
H -0.729 0.453 0.528 0.016 -0.084 -0.037
H -0.043 -1.032 1.193 0.098 0.017 0.066
H -2.007 -0.882 2.487 -0.047 0.054 -0.045
H -2.003 0.895 2.500 0.008 -0.006 0.005
H -0.868 0.008 3.512 -0.025 -0.087 -0.001
H 2.440 4.417 2.896 -0.060 -0.091 -0.006
H 2.493 4.622 1.135 0.003 0.017 0.046
C -1.512 1.173 -2.552 -0.030 0.033 -0.014
C -2.240 2.284 -1.801 0.047 -0.029 0.013
C -3.290 1.766 -0.820 0.001 0.018 0.049
C -4.435 0.967 -1.445 0.031 -0.008 -0.020
C -5.224 1.714 -2.519 -0.034 0.004 0.007
C -5.907 2.977 -2.003 0.014 -0.009 -0.034
H -2.193 0.582 -3.169 -0.001 -0.004 0.003
H -0.745 1.585 -3.211 0.012 -0.004 0.011
H -1.017 0.495 -1.854 -0.002 -0.014 -0.005
H -2.702 2.969 -2.518 -0.003 0.012 0.012
H -1.513 2.877 -1.242 -0.007 0.020 -0.009
H -3.694 2.613 -0.259 0.001 -0.003 0.008
H -2.792 1.133 -0.079 -0.014 0.001 0.013
H -5.122 0.661 -0.648 -0.009 0.005 -0.005
H -4.044 0.040 -1.875 0.009 0.003 0.002
H -5.981 1.039 -2.931 0.002 0.005 -0.011
H -4.564 1.972 -3.351 0.012 -0.011 0.001
H -6.590 2.741 -1.183 0.010 0.008 0.015
H -6.484 3.463 -2.791 -0.008 -0.002 0.006
H -5.181 3.702 -1.632 0.001 0.000 0.004
C -0.012 -7.159 -1.408 0.010 0.021 -0.029
C 1.193 -6.298 -1.772 -0.005 -0.029 0.005
C 1.898 -5.691 -0.560 0.012 0.004 0.011
C 1.032 -4.753 0.283 0.003 -0.009 0.004
C 0.431 -3.575 -0.482 0.029 0.027 0.011
C 1.474 -2.635 -1.079 -0.062 -0.015 -0.011
H -0.783 -6.577 -0.901 -0.001 0.000 0.004
H -0.466 -7.599 -2.297 0.003 -0.010 0.004
H 0.281 -7.976 -0.744 -0.009 0.006 0.017
H 0.879 -5.504 -2.455 0.013 0.010 0.000
H 1.913 -6.906 -2.327 -0.005 0.004 -0.011
H 2.789 -5.156 -0.901 -0.004 0.010 0.004
H 2.260 -6.502 0.081 0.000 -0.006 -0.007
H 1.641 -4.365 1.105 -0.003 0.010 0.000
H 0.225 -5.323 0.752 0.004 -0.008 -0.005
H -0.202 -3.008 0.205 -0.031 -0.010 -0.015
H -0.233 -3.940 -1.271 -0.004 -0.009 0.004
H 2.124 -2.229 -0.302 0.007 0.002 -0.002
H 0.996 -1.792 -1.579 0.017 0.020 0.013
H 2.100 -3.142 -1.816 0.005 0.000 0.003
```
Positions in Å, forces in eV/Å.

As for the net charge: -1. For the energy, the calculation gives -1124.28174 hartree. The max |F| is 0.015 Eh/bohr.

Here are the Löwdin charges for atoms 1 to 8, given in e: -0.122, -0.256, -0.233, -0.048, -0.142, -0.216, -0.124, -0.289


The following is a DFT calculation (ωB97M-V/def2-TZVPD) of 4 unconnected molecules or ions with the total composition C20H46BrClN7O13P4S at a distorted geometry.

```
93
Properties=species:S:1:pos:R:3:forces:R:3
C 4.321 5.222 5.410 -0.123 0.233 -1.059
C 3.541 5.541 4.115 0.947 -0.331 1.138
N 2.973 6.667 4.041 -0.263 -0.444 -0.974
C 3.582 4.453 3.020 -0.478 0.498 0.797
C 2.255 4.206 2.261 0.867 -2.219 -1.004
Br 1.767 5.515 0.857 0.503 0.208 0.996
N 2.593 3.021 1.406 0.947 -1.245 -0.189
C 2.109 1.823 1.826 -0.728 2.916 0.993
N 2.458 0.650 1.351 -0.413 -1.210 0.403
C 1.777 -0.550 1.917 -1.265 0.204 -0.902
C 0.454 -0.748 1.127 0.104 0.056 0.017
N -0.256 -1.749 1.364 -0.358 -0.408 0.023
P 3.665 0.606 0.042 1.884 0.525 -0.495
O 4.041 -0.993 -0.084 -1.288 1.195 0.481
Cl 2.723 1.149 -1.721 -0.149 -0.861 0.835
N 1.158 2.097 2.797 1.239 -0.765 0.203
C 1.035 3.534 3.041 -0.820 1.713 -0.521
C 0.815 3.896 4.525 -0.063 0.572 -0.160
C -0.598 3.582 5.091 0.226 -0.007 0.794
N -0.568 2.366 5.933 0.169 0.701 -0.367
N -0.157 4.069 2.267 1.088 -0.417 0.764
C -0.891 3.238 1.816 -2.028 -1.426 0.131
S -1.921 2.075 1.522 0.528 0.820 -0.353
H 3.786 4.473 6.018 0.243 0.257 -0.159
H 5.316 4.825 5.128 -0.419 0.114 0.330
H 4.432 6.175 5.948 -0.039 -0.561 -0.035
H 2.541 6.723 3.110 -0.137 0.504 0.237
H 3.852 3.499 3.521 -0.265 0.367 -0.231
H 4.403 4.652 2.303 -0.470 0.097 0.226
H 3.575 2.968 1.137 -0.323 0.233 -0.654
H 2.405 -1.454 1.848 -0.273 0.438 0.043
H 1.505 -0.383 2.969 0.396 -0.152 -0.320
H 0.091 -0.017 0.380 0.877 0.198 0.315
H -1.077 -1.712 0.752 0.057 -0.369 0.176
H 4.248 -1.297 0.821 0.218 -0.318 -0.388
H 1.190 1.516 3.630 -0.338 -0.040 -0.246
H 0.966 4.988 4.602 -0.053 -0.479 -0.194
H 1.588 3.449 5.182 -0.365 0.016 -0.400
H -1.406 3.572 4.339 0.538 0.035 0.019
H -0.841 4.408 5.786 0.086 -0.347 -0.392
H -1.487 2.262 6.350 0.202 -0.482 -0.057
H -0.302 1.545 5.399 -0.514 -0.074 0.126
C 3.958 -6.040 1.375 0.352 -0.352 0.202
O 2.562 -5.815 1.204 -3.399 -0.058 -1.383
P 1.623 -5.672 2.602 7.139 0.663 5.253
O 2.480 -4.565 3.185 -0.724 0.471 -0.861
O 2.062 -7.146 3.142 -0.837 0.131 -0.448
C 1.489 -8.288 2.494 -0.030 -0.196 0.075
O 0.504 -5.530 3.887 -1.931 -1.064 -3.055
C -0.514 -4.550 3.699 -0.184 0.412 0.077
H 4.497 -5.204 0.926 -0.128 0.053 0.015
H 4.248 -6.135 2.419 -0.101 0.073 -0.011
H 4.226 -6.958 0.850 -0.063 0.031 -0.032
H 2.281 -9.012 2.305 -0.002 0.050 0.012
H 1.022 -8.026 1.542 0.062 -0.070 -0.029
H 0.742 -8.737 3.148 -0.001 0.038 -0.020
H -1.134 -4.822 2.843 -0.185 0.163 0.117
H -0.063 -3.571 3.531 -0.070 0.001 -0.043
H -1.138 -4.514 4.590 0.114 -0.142 0.037
C 1.353 -2.221 -2.283 0.352 -0.383 0.134
O 0.341 -1.738 -3.156 -1.962 1.633 -2.368
P -0.933 -2.787 -3.488 1.759 -5.816 4.947
O -1.351 -3.068 -2.070 -0.198 1.026 -0.732
O 0.063 -3.933 -4.082 -0.287 0.518 -0.283
C 0.722 -3.660 -5.323 0.007 -0.156 -0.112
O -2.247 -3.530 -4.245 0.978 3.192 -1.452
C -3.411 -2.704 -4.431 -0.367 0.161 0.044
H 1.380 -1.578 -1.402 -0.103 -0.025 -0.046
H 1.192 -3.250 -1.971 -0.109 0.055 0.005
H 2.314 -2.157 -2.798 -0.053 0.056 -0.036
H 1.769 -3.944 -5.229 -0.032 0.002 0.025
H 0.669 -2.602 -5.589 0.079 -0.019 -0.013
H 0.260 -4.252 -6.114 -0.012 0.031 0.017
H -3.172 -1.867 -5.087 -0.214 -0.005 -0.036
H -3.771 -2.330 -3.471 0.024 -0.037 -0.005
H -4.190 -3.305 -4.895 0.143 -0.110 0.028
C -4.456 2.412 -8.333 -0.188 -0.355 -0.393
O -4.482 3.212 -7.153 -0.034 2.779 2.536
P -4.908 2.449 -5.711 -0.075 -7.827 -3.883
O -3.886 1.341 -5.798 0.186 1.213 0.695
O -6.342 1.992 -6.346 -0.122 0.567 0.597
C -7.327 3.007 -6.558 -0.158 -0.086 0.034
O -5.472 2.013 -4.167 0.247 3.671 -0.115
C -4.759 2.585 -3.062 0.166 -0.127 0.230
H -3.440 2.420 -8.729 0.017 0.045 0.150
H -4.765 1.385 -8.157 0.052 0.056 0.114
H -5.128 2.861 -9.067 0.006 0.064 0.080
H -7.762 2.866 -7.546 0.032 -0.007 0.020
H -6.897 4.010 -6.506 -0.044 0.004 -0.092
H -8.111 2.913 -5.805 0.025 0.017 0.001
H -4.857 3.672 -3.070 0.009 -0.024 0.180
H -3.703 2.308 -3.103 -0.016 -0.006 -0.020
H -5.195 2.202 -2.141 -0.070 -0.058 -0.105
```
Positions in Å, forces in eV/Å.

As for the net charge: +1. For the energy, the calculation gives -6948.46862 hartree. The max |F| is 0.173 Eh/bohr.

Here are the Löwdin charges for atoms 1 to 8, given in e: -0.035, -0.434, 0.160, -0.120, -0.626, 0.852, 0.035, -0.353